No. 1
The following is a DFT calculation (ωB97M-V/def2-TZVPD) of C47H42N4O11P2Ti as an isolated structure at a distorted geometry.

```
! wB97M-V def2-TZVPD RIJCOSX def2/J DEFGRID3
* xyz 0 1
Ti 0.13 -0.39 0.14
O -3.66 0.59 -0.25
C -2.50 0.48 -0.59
N -1.43 1.17 -0.09
C -1.71 2.47 0.27
O -2.78 3.03 0.07
C -0.64 3.38 0.84
C -1.00 4.22 1.89
C -0.11 5.18 2.32
C 1.12 5.29 1.69
C 1.38 4.44 0.63
N 0.52 3.51 0.20
C -2.18 -0.57 -1.62
C -3.08 -0.80 -2.65
C -2.89 -1.89 -3.47
C -1.86 -2.77 -3.17
C -1.00 -2.46 -2.13
N -1.12 -1.35 -1.40
H -1.98 4.12 2.33
H -0.37 5.85 3.14
H 1.85 6.02 1.99
H 2.32 4.49 0.08
H -3.92 -0.13 -2.77
H -3.56 -2.08 -4.30
H -1.71 -3.67 -3.75
H -0.20 -3.13 -1.86
O -0.84 -1.46 1.14
C -1.88 -1.48 2.09
C -2.13 -0.05 2.60
C -0.88 0.71 2.94
C -0.87 1.51 4.08
C 0.29 2.14 4.46
C 1.44 1.92 3.73
C 1.38 1.14 2.58
C 2.62 0.82 1.82
C 2.71 -0.69 1.50
O 1.69 -0.99 0.60
C 4.07 -1.03 0.89
C 4.13 -1.90 -0.19
C 5.34 -2.25 -0.76
C 6.53 -1.74 -0.25
C 6.48 -0.89 0.85
C 5.27 -0.55 1.42
C 2.60 -1.55 2.77
C 2.05 -2.82 2.66
C 2.05 -3.68 3.75
C 2.56 -3.26 4.97
C 3.09 -1.99 5.08
C 3.12 -1.14 3.99
N 0.22 0.60 2.16
C -1.54 -2.44 3.26
C -1.59 -3.82 3.05
C -1.38 -4.71 4.09
C -1.10 -4.25 5.36
C -1.00 -2.88 5.58
C -1.21 -1.99 4.54
C -3.18 -2.02 1.46
C -4.43 -1.69 1.96
C -5.58 -2.23 1.40
C -5.49 -3.11 0.33
C -4.24 -3.46 -0.17
C -3.10 -2.92 0.40
H -2.75 -0.10 3.50
H -2.70 0.50 1.85
H -1.78 1.62 4.65
H 0.31 2.78 5.34
H 2.39 2.35 4.03
H 3.50 1.16 2.37
H 2.63 1.33 0.86
H 3.20 -2.29 -0.59
H 5.37 -2.92 -1.61
H 7.48 -2.00 -0.69
H 7.40 -0.50 1.27
H 5.27 0.09 2.29
H 1.63 -3.14 1.71
H 1.65 -4.68 3.65
H 2.56 -3.93 5.82
H 3.50 -1.66 6.03
H 3.57 -0.17 4.10
H -1.82 -4.20 2.07
H -1.44 -5.78 3.90
H -0.94 -4.94 6.18
H -0.75 -2.51 6.56
H -1.13 -0.94 4.75
H -4.53 -1.01 2.79
H -6.55 -1.97 1.81
H -6.39 -3.52 -0.11
H -4.16 -4.15 -0.99
H -2.12 -3.20 0.04
C 4.13 0.56 -3.25
C 2.64 0.78 -3.41
O 2.30 1.53 -4.57
P 1.83 -0.84 -3.67
O 0.38 -0.47 -4.21
O 2.50 -1.40 -5.03
O 1.89 -1.85 -2.61
P 1.95 1.56 -1.84
O 1.24 2.83 -2.58
O 3.06 1.97 -0.96
O 0.81 0.70 -1.28
H 4.56 0.18 -4.18
H 4.30 -0.16 -2.44
H 4.62 1.49 -2.98
H 1.90 2.36 -4.28
H 0.47 0.22 -4.90
H 3.28 -1.93 -4.84
H 0.79 3.33 -1.87
*
```

- Energy relative to the best compared isomer or geometry (same formula, charge and spin): 10.88 kJ/mol
- E_HOMO: -8.607 eV
- Frontier orbital gap: 8.591 eV
- F_max: 0.046 hartree/bohr
- E_tot: -119608.140 eV

---

No. 2
The following is a DFT calculation (ωB97M-V/def2-TZVPD) of C19H27N2Ti as an isolated structure at a distorted geometry.

```
! wB97M-V def2-TZVPD RIJCOSX def2/J DEFGRID3
* xyz 2 2
C 0.64 -2.29 0.61
H 1.61 -2.33 1.12
H 0.02 -3.16 0.96
H -0.29 -1.35 1.30
C 0.91 -2.42 -0.93
H 0.27 -1.79 -1.59
H 1.95 -2.15 -1.19
C 0.71 -3.90 -1.33
H 1.04 -4.13 -2.35
H 1.27 -4.54 -0.64
H -0.33 -4.22 -1.23
C -1.14 1.65 -0.63
C -1.32 0.59 -1.59
C -2.05 -0.49 -0.94
C -2.27 -0.10 0.44
C -1.69 1.22 0.63
C -1.76 2.05 1.87
C -3.12 -0.85 1.41
C -2.54 -1.72 -1.61
C -0.75 0.57 -2.97
C -0.48 2.96 -0.91
Ti -0.15 -0.27 -0.01
H -2.89 -0.58 2.45
H -4.19 -0.64 1.25
H -2.99 -1.93 1.33
H -1.76 1.43 2.79
H -0.90 2.74 1.93
H -2.68 2.68 1.89
H 0.26 2.87 -1.71
H -1.21 3.72 -1.24
H 0.04 3.38 -0.04
H -0.50 -0.44 -3.33
H -1.47 1.00 -3.69
H 0.17 1.16 -3.04
H -2.40 -2.63 -1.00
H -3.61 -1.64 -1.85
H -2.01 -1.89 -2.56
N 3.77 1.10 4.78
C 3.44 1.23 3.67
C 3.05 1.35 2.29
C 3.96 1.86 1.35
C 3.56 1.96 0.04
C 2.32 1.48 -0.36
N 1.47 0.96 0.56
C 1.80 0.92 1.89
H 4.94 2.22 1.65
H 4.22 2.34 -0.71
H 1.97 1.53 -1.39
H 1.09 0.51 2.64
*
```

- Energy relative to the best compared isomer or geometry (same formula, charge and spin): 0.00 kJ/mol
- E_HOMO (spin up / spin down): -16.018 / -16.154 eV
- Frontier orbital gap (spin up / spin down): 8.175 / 7.899 eV
- F_max: 0.064 hartree/bohr
- E_tot: -46219.563 eV

---

No. 3
The following is a DFT calculation (ωB97M-V/def2-TZVPD) of an isolated ion of composition C4H11N2O and charge -2 at a distorted geometry.

```
! wB97M-V def2-TZVPD RIJCOSX def2/J DEFGRID3
* xyz -2 2
C -0.19 -1.31 1.25
O -0.55 -2.39 0.56
C 0.85 -0.36 0.53
C 0.03 0.52 -0.51
C -0.81 1.74 -0.18
N -0.96 2.90 -1.14
N 1.77 -1.25 -0.40
H 0.21 -1.65 2.37
H -1.12 -0.50 1.60
H 1.43 0.27 1.23
H 0.88 0.90 -1.07
H -0.61 -0.20 -1.11
H -1.83 1.40 -0.11
H -0.34 2.15 0.78
H -0.89 2.27 -2.08
H -1.93 3.17 -1.17
H 2.53 -1.69 -0.06
H 1.11 -2.01 -0.54
*
```

- Energy relative to the best compared isomer or geometry (same formula, charge and spin): 178.84 kJ/mol
- E_HOMO (spin up / spin down): 4.162 / -0.067 eV
- Frontier orbital gap (spin up / spin down): 2.850 / 7.036 eV
- F_max: 0.097 hartree/bohr
- E_tot: -9347.661 eV

---

No. 4
The following is a DFT calculation (ωB97M-V/def2-TZVPD) of C20H16FNNaO4 as an isolated structure at a distorted geometry.

```
! wB97M-V def2-TZVPD RIJCOSX def2/J DEFGRID3
* xyz 1 1
C 4.06 -1.82 -2.15
N 4.71 -0.52 -1.94
C 5.39 -0.43 -0.65
C 3.86 0.60 -2.20
O 4.38 1.69 -2.34
C 2.33 0.52 -2.31
C 1.58 0.73 -0.99
C 2.18 0.72 0.25
C 1.44 0.89 1.43
C 0.09 1.09 1.29
C -0.55 1.12 0.05
C 0.20 0.95 -1.09
C -2.06 1.33 0.02
O -2.58 2.08 -0.77
C -2.86 0.56 1.10
C -4.06 -0.06 0.80
C -4.66 0.01 -0.59
C -4.07 -1.06 -1.51
O -4.25 -2.23 -1.41
F -3.30 -0.62 -2.55
C -4.70 -0.76 1.82
C -4.16 -0.79 3.09
C -2.96 -0.20 3.44
C -2.27 0.52 2.36
C -0.87 1.25 2.52
O -0.58 1.92 3.48
H 3.32 -1.82 -2.96
H 4.85 -2.52 -2.48
H 3.64 -2.24 -1.22
H 5.24 0.57 -0.22
H 5.01 -1.16 0.09
H 6.48 -0.58 -0.73
H 2.03 1.35 -2.96
H 1.93 -0.39 -2.77
H 3.25 0.56 0.37
H 1.93 0.86 2.41
H -0.32 0.96 -2.04
H -4.53 0.98 -1.08
H -5.74 -0.18 -0.56
H -5.64 -1.26 1.56
H -4.72 -1.34 3.84
H -2.53 -0.24 4.44
Na -0.48 -1.05 3.15
*
```

- E_HOMO: -11.811 eV
- Frontier orbital gap: 7.364 eV
- F_max: 0.059 hartree/bohr
- E_tot: -37807.338 eV

---

No. 5
The following is a DFT calculation (ωB97M-V/def2-TZVPD) of a 3-piece molecular cluster, C5H15NO2 overall at a distorted geometry.

```
! wB97M-V def2-TZVPD RIJCOSX def2/J DEFGRID3
* xyz 0 1
C 1.63 0.96 0.66
C 1.94 -0.02 -0.48
C 0.71 -0.67 -1.11
C -0.60 0.70 -2.65
C -0.43 0.30 -1.40
N 1.07 0.29 1.86
H 2.56 1.40 0.99
H 0.89 1.68 0.34
H 2.64 -0.72 -0.04
H 2.38 0.60 -1.26
H 0.94 -1.24 -2.01
H 0.34 -1.48 -0.48
H -1.35 1.41 -2.98
H 0.05 0.31 -3.43
H -0.87 0.71 -0.50
H 1.55 0.53 2.71
H 0.97 -0.71 1.82
H -1.76 -0.15 1.49
H -0.71 0.89 1.91
O -1.68 0.70 1.91
H -2.36 -2.20 1.10
H -2.70 -1.18 0.09
O -2.03 -1.82 0.28
*
```

- Energy relative to the best compared isomer or geometry (same formula, charge and spin): 144.99 kJ/mol
- E_HOMO: -9.415 eV
- Frontier orbital gap: 10.115 eV
- SMILES: C=CCCCN.O.O
- F_max: 0.034 hartree/bohr
- E_tot: -11012.444 eV

---

No. 6
The following is a DFT calculation (ωB97M-V/def2-TZVPD) of a 2-piece molecular cluster, C4H11NO overall at a distorted geometry.

```
! wB97M-V def2-TZVPD RIJCOSX def2/J DEFGRID3
* xyz 0 1
C 0.92 -1.37 -1.04
C 0.86 -0.67 0.32
C -1.18 -0.65 1.60
N -0.14 -1.26 1.19
H 1.10 -2.44 -0.95
H 0.02 -1.14 -1.61
H 1.77 -0.91 -1.54
H 1.81 -0.77 0.85
H 0.48 0.41 0.16
H -1.85 -1.12 2.31
H -1.18 0.39 1.19
H 0.08 -2.21 1.48
C -0.54 2.35 -0.81
O -0.68 1.49 0.27
H -0.57 3.40 -0.48
H 0.41 2.26 -1.36
H -1.32 2.23 -1.58
*
```

- Energy relative to the best compared isomer or geometry (same formula, charge and spin): 393.85 kJ/mol
- E_HOMO: -7.236 eV
- Frontier orbital gap: 7.277 eV
- F_max: 0.020 hartree/bohr
- E_tot: -7860.472 eV

---

Among the records above, which one has the highest F_max?
C4H11N2O

---

What is the F_max in the second record?
0.064 hartree/bohr

---

What is the E_tot in the third record?
-9347.661 eV